No. 1
The following is a DFT calculation (ωB97M-V/def2-TZVPD) of C25H28N4O3 in the gas phase.

Atoms and positions in Å:
C: -0.04 3.34 5.22
N: -0.67 2.52 4.22
C: -0.03 1.75 3.30
C: -0.93 1.13 2.47
C: -0.71 0.21 1.40
C: 0.42 0.00 0.68
N: 1.61 0.71 0.79
C: 1.77 2.06 0.92
O: 0.85 2.84 1.09
C: 3.19 2.51 0.88
C: 3.44 3.83 0.52
C: 4.73 4.32 0.46
C: 5.79 3.49 0.79
C: 5.55 2.18 1.17
C: 4.26 1.69 1.22
C: 0.61 -1.13 -0.28
O: 1.73 -1.39 -0.70
N: -0.48 -1.85 -0.63
C: -0.40 -2.91 -1.61
C: -1.04 -2.50 -2.94
N: -1.15 -3.63 -3.84
C: -2.13 -3.40 -4.89
C: -2.27 -4.68 -5.72
O: -1.05 -5.06 -6.29
C: -0.08 -5.25 -5.29
C: 0.12 -3.99 -4.45
C: -2.23 1.55 2.92
C: -3.53 1.28 2.51
C: -4.58 1.89 3.17
C: -4.35 2.76 4.24
C: -3.07 3.05 4.67
C: -2.02 2.43 4.00
H: 1.04 3.21 5.16
H: -0.28 4.39 5.05
H: -0.38 3.05 6.21
H: 1.04 1.65 3.35
H: -1.58 -0.38 1.15
H: 2.37 0.19 0.35
H: 2.59 4.46 0.27
H: 4.91 5.34 0.17
H: 6.80 3.86 0.75
H: 6.38 1.54 1.44
H: 4.09 0.67 1.54
H: -1.39 -1.54 -0.36
H: 0.66 -3.14 -1.73
H: -0.92 -3.80 -1.23
H: -2.05 -2.13 -2.74
H: -0.45 -1.67 -3.38
H: -3.10 -3.16 -4.43
H: -1.84 -2.57 -5.56
H: -2.97 -4.53 -6.54
H: -2.65 -5.49 -5.06
H: 0.85 -5.51 -5.81
H: -0.38 -6.08 -4.63
H: 0.85 -4.19 -3.67
H: 0.50 -3.18 -5.09
H: -3.73 0.62 1.68
H: -5.59 1.69 2.86
H: -5.19 3.22 4.74
H: -2.90 3.72 5.49

Calculated values
SMILES: Cn1cc(/C=C(\NC(=O)c2ccccc2)C(=O)NCCN2CCOCC2)c2ccccc21
HOMO energy, Ha: -0.2692
2S+1: 1
Kohn-Sham gap, hartree: 0.288
Charge: 0
LUMO energy, eV: 0.4974

=====

No. 2
The following is a DFT calculation (ωB97M-V/def2-TZVPD) of C25H28N4O6 in the gas phase.

Atoms and positions in Å:
C: -4.42 -2.90 -0.50
O: -3.79 -2.34 0.63
C: -4.60 -1.48 1.40
C: -4.94 -0.15 0.70
N: -3.73 0.50 0.26
C: -3.28 0.36 -1.00
O: -3.96 -0.02 -1.93
C: -1.77 0.62 -1.17
C: -1.25 1.91 -0.58
C: -2.09 2.97 -0.28
C: -1.57 4.16 0.23
C: -0.21 4.29 0.44
O: 0.34 5.44 0.94
C: 0.64 3.24 0.12
C: 0.12 2.07 -0.40
N: -1.12 -0.58 -0.64
C: -0.77 -1.61 -1.61
C: 0.69 -1.55 -1.94
C: 1.41 -0.68 -2.71
C: 2.76 -1.09 -2.60
C: 2.77 -2.17 -1.77
O: 1.52 -2.45 -1.37
C: -0.96 -0.73 0.70
O: -1.28 0.16 1.48
C: -0.43 -2.05 1.22
C: 0.35 -1.85 2.53
C: 1.82 -1.66 2.20
O: 2.68 -2.45 2.52
N: 2.06 -0.53 1.47
C: 3.22 -0.15 0.82
C: 4.43 -0.83 0.93
C: 5.51 -0.36 0.20
C: 5.35 0.76 -0.61
C: 4.10 1.36 -0.65
N: 3.07 0.92 0.04
H: -5.38 -3.34 -0.23
H: -3.75 -3.69 -0.86
H: -4.57 -2.16 -1.29
H: -5.54 -1.98 1.68
H: -4.02 -1.27 2.30
H: -5.47 0.50 1.40
H: -5.56 -0.32 -0.19
H: -3.02 0.69 0.97
H: -1.57 0.64 -2.25
H: -3.15 2.89 -0.44
H: -2.24 4.98 0.46
H: -0.36 6.08 1.12
H: 1.70 3.34 0.27
H: 0.81 1.27 -0.66
H: -1.03 -2.60 -1.22
H: -1.36 -1.43 -2.51
H: 1.03 0.13 -3.28
H: 3.61 -0.64 -3.08
H: 3.56 -2.79 -1.41
H: 0.20 -2.57 0.50
H: -1.32 -2.66 1.41
H: 0.27 -2.73 3.16
H: -0.04 -0.99 3.06
H: 1.28 0.10 1.31
H: 4.52 -1.69 1.58
H: 6.46 -0.86 0.26
H: 6.17 1.15 -1.19
H: 3.91 2.23 -1.26

Calculated values
SMILES: COCCNC(=O)[C@@H](c1ccc(O)cc1)N(Cc1ccco1)C(=O)CCC(=O)Nc1ccccn1
HOMO energy, Ha: -0.3055
2S+1: 1
Kohn-Sham gap, hartree: 0.333
Charge: 0
LUMO energy, eV: 0.7567

=====

No. 3
The following is a DFT calculation (ωB97M-V/def2-TZVPD) of C25H28N4O7 in the gas phase.

Atoms and positions in Å:
C: -0.16 5.27 -3.43
C: 0.19 3.81 -3.66
O: 1.16 3.33 -2.73
C: 0.77 3.06 -1.49
O: -0.36 3.22 -1.08
C: 1.93 2.54 -0.67
C: 2.61 1.38 -1.40
C: 3.58 0.70 -0.43
C: 2.78 0.06 0.72
N: 1.46 0.66 0.83
C: 0.79 0.19 2.03
C: 0.46 -1.27 1.93
N: 0.90 -2.04 2.87
C: 0.63 -3.37 2.81
C: 1.09 -4.21 3.84
C: 0.84 -5.56 3.79
C: 0.12 -6.10 2.72
N: -0.13 -7.52 2.69
O: -0.75 -7.96 1.75
O: 0.29 -8.18 3.61
C: -0.35 -5.30 1.70
C: -0.10 -3.93 1.74
C: -0.60 -3.05 0.68
O: -1.24 -3.41 -0.28
N: -0.26 -1.70 0.86
C: -0.78 -0.80 -0.11
C: -0.32 -0.83 -1.41
C: -0.86 0.01 -2.37
C: -1.89 0.88 -2.03
O: -2.36 1.67 -3.03
C: -3.32 2.65 -2.71
C: -2.38 0.89 -0.73
C: -1.84 0.05 0.24
O: -2.27 -0.02 1.53
C: -3.38 0.77 1.92
C: 1.50 2.10 0.74
H: -0.85 5.60 -4.19
H: 0.74 5.88 -3.47
H: -0.62 5.40 -2.45
H: -0.71 3.18 -3.58
H: 0.65 3.67 -4.64
H: 2.65 3.37 -0.59
H: 3.14 1.75 -2.28
H: 1.86 0.66 -1.72
H: 4.16 -0.07 -0.95
H: 4.28 1.44 -0.05
H: 3.35 0.16 1.66
H: 2.64 -1.01 0.53
H: -0.14 0.75 2.15
H: 1.40 0.32 2.94
H: 1.65 -3.77 4.65
H: 1.19 -6.22 4.57
H: -0.91 -5.72 0.88
H: 0.47 -1.52 -1.67
H: -0.50 0.00 -3.38
H: -4.26 2.19 -2.38
H: -3.50 3.19 -3.64
H: -2.95 3.33 -1.95
H: -3.18 1.56 -0.46
H: -3.16 1.84 1.82
H: -3.55 0.53 2.96
H: -4.27 0.51 1.34
H: 2.17 2.54 1.50
H: 0.49 2.48 0.92

Calculated values
SMILES: CCOC(=O)[C@@H]1CCCN(Cc2nc3ccc([N+](=O)[O-])cc3c(=O)n2-c2ccc(OC)cc2OC)C1
HOMO energy, Ha: -0.3023
2S+1: 1
Kohn-Sham gap, hartree: 0.284
Charge: 0
LUMO energy, eV: -0.4926

=====

No. 4
The following is a DFT calculation (ωB97M-V/def2-TZVPD) of C25H28O3 in the gas phase.

Atoms and positions in Å:
C: 4.81 -3.42 9.13
O: 3.83 -3.01 8.16
C: 4.12 -2.30 7.05
C: 2.99 -2.10 6.20
C: 3.18 -1.87 4.86
C: 4.48 -1.71 4.37
C: 4.65 -1.50 2.88
O: 3.82 -0.13 2.69
C: 2.49 -0.19 2.48
C: 1.67 -1.33 2.33
C: 0.31 -1.13 2.04
C: -0.22 0.16 2.05
C: -1.69 0.50 1.93
C: -2.08 1.39 3.12
C: -2.58 -0.73 1.88
C: -1.93 1.38 0.68
C: 0.63 1.27 2.21
C: 1.97 1.09 2.39
C: 6.19 -1.43 2.46
C: 6.67 -0.61 1.46
C: 7.93 -0.81 0.90
C: 8.80 -1.75 1.48
O: 10.02 -1.86 0.90
C: 11.02 -2.65 1.57
C: 8.37 -2.54 2.57
C: 7.07 -2.37 3.01
C: 5.55 -1.45 5.31
C: 5.43 -1.98 6.60
H: 4.16 -3.74 9.95
H: 5.40 -4.25 8.74
H: 5.44 -2.59 9.44
H: 1.99 -2.33 6.59
H: 2.28 -1.69 4.24
H: 3.85 -2.14 2.23
H: 2.16 -2.30 2.28
H: -0.30 -1.99 1.73
H: -1.52 2.34 3.11
H: -3.15 1.60 3.04
H: -1.86 0.90 4.08
H: -2.41 -1.32 0.98
H: -2.41 -1.39 2.75
H: -3.63 -0.39 1.89
H: -1.68 0.86 -0.26
H: -3.00 1.62 0.69
H: -1.36 2.32 0.69
H: 0.29 2.31 2.25
H: 2.68 1.88 2.58
H: 6.02 0.16 1.04
H: 8.25 -0.30 -0.03
H: 11.85 -2.46 0.91
H: 11.20 -2.31 2.59
H: 10.76 -3.70 1.59
H: 9.03 -3.31 3.03
H: 6.68 -3.04 3.77
H: 6.46 -0.81 5.05
H: 6.37 -2.26 7.13

Calculated values
SMILES: COc1ccc(C(Oc2ccc(C(C)(C)C)cc2)c2ccc(OC)cc2)cc1
HOMO energy, Ha: -0.2800
2S+1: 1
Kohn-Sham gap, hartree: 0.305
Charge: 0
LUMO energy, eV: 0.6922

=====

No. 5
The following is a DFT calculation (ωB97M-V/def2-TZVPD) of 3 unconnected molecules or ions with the total composition C25H29BN5O9P.

Atoms and positions in Å:
C: 0.79 -1.27 0.73
C: 0.16 -0.67 2.03
C: -0.96 0.37 1.79
N: -0.54 1.78 1.71
C: 0.48 2.02 0.79
N: 0.12 1.89 -0.47
C: 1.13 2.08 -1.37
C: 0.84 1.92 -2.75
C: 1.77 2.08 -3.73
C: 3.10 2.42 -3.31
C: 3.39 2.57 -2.00
P: 5.11 3.00 -1.51
N: 5.68 2.12 -0.33
C: 2.42 2.40 -0.97
N: 2.81 2.58 0.32
C: 1.83 2.36 1.16
B: 2.26 2.54 2.69
O: 2.33 1.50 3.57
N: 2.63 3.91 3.11
C: 4.10 4.10 3.03
C: 2.11 4.23 4.45
H: 0.56 -2.32 0.58
H: 0.54 -0.66 -0.14
H: 1.88 -1.19 0.84
H: -0.30 -1.51 2.56
H: 0.92 -0.28 2.71
H: -1.76 0.23 2.54
H: -1.44 0.12 0.83
H: -0.35 2.20 2.62
H: -0.18 1.64 -3.00
H: 1.49 1.93 -4.77
H: 3.88 2.55 -4.05
H: 5.05 4.34 -1.05
H: 5.97 2.86 -2.62
H: 6.53 1.63 -0.63
H: 2.98 1.68 4.26
H: 4.46 4.91 3.67
H: 4.36 4.38 2.00
H: 4.66 3.17 3.24
H: 1.22 3.60 4.63
H: 1.74 5.26 4.47
H: 2.83 4.06 5.27
O: -1.31 -3.34 3.34
C: -2.35 -3.97 3.42
C: -3.32 -4.03 2.33
C: -4.46 -4.73 2.49
O: -5.37 -4.81 1.52
C: -4.76 -5.46 3.76
O: -5.82 -6.06 3.84
C: -3.78 -5.42 4.83
C: -2.64 -4.73 4.68
O: -1.71 -4.67 5.63
H: -3.09 -3.49 1.43
H: -6.09 -5.37 1.89
H: -4.00 -5.97 5.73
H: -1.00 -4.11 5.27
O: -0.47 0.32 -6.03
C: -1.47 -0.36 -6.01
C: -2.41 -0.43 -7.13
C: -3.51 -1.18 -7.04
O: -4.39 -1.28 -8.03
C: -3.83 -1.97 -5.80
O: -4.85 -2.61 -5.77
C: -2.88 -1.91 -4.69
C: -1.77 -1.17 -4.79
O: -0.88 -1.10 -3.80
H: -2.17 0.14 -8.02
H: -5.09 -1.88 -7.71
H: -3.11 -2.49 -3.81
H: -0.17 -0.51 -4.10

Calculated values
SMILES: CCCNc1nc2cccc([PH2]=N)c2nc1B(O)N(C)C.O=C1C=C(O)C(=O)C=C1O.O=C1C=C(O)C(=O)C=C1O
HOMO energy, Ha: -0.2988
2S+1: 1
Kohn-Sham gap, hartree: 0.240
Charge: 0
LUMO energy, eV: -1.6048

=====

No. 6
The following is a DFT calculation (ωB97M-V/def2-TZVPD) of a molecular structure, C25H29Br4NO2RhSiTe.

Atoms and positions in Å:
Rh: -0.31 -0.11 0.63
Br: 4.12 -5.12 -1.06
C: 3.47 -3.56 -0.34
C: 4.28 -2.75 0.56
Br: 6.03 -3.19 0.81
C: 3.71 -1.70 1.26
Br: 4.68 -0.62 2.47
C: 2.37 -1.29 0.93
O: 1.67 -0.46 1.61
C: 1.73 -1.83 -0.27
O: 0.80 -1.18 -0.83
C: 2.24 -3.10 -0.75
Br: 1.24 -4.16 -1.94
C: -0.57 1.09 3.18
N: -1.04 -0.22 2.62
C: -0.36 -1.28 3.44
C: -2.53 -0.26 2.74
C: -3.04 0.64 1.66
C: -4.38 1.06 1.65
C: -4.87 1.92 0.59
C: -4.02 2.07 -0.52
C: -2.70 1.54 -0.52
C: -2.13 0.84 0.55
H: -0.85 1.17 4.24
H: -1.08 1.95 2.69
H: 0.52 1.21 3.12
H: -0.68 -1.34 4.46
H: 0.71 -1.08 3.48
H: -0.55 -2.23 2.96
H: -2.76 -0.03 3.79
H: -2.84 -1.29 2.56
H: -5.05 0.63 2.40
H: -5.84 2.41 0.63
H: -4.39 2.64 -1.38
H: -2.17 1.68 -1.47
C: -3.90 -2.55 -0.18
Te: -1.84 -1.97 -0.59
C: -2.00 -1.88 -2.69
H: -4.20 -2.34 0.85
H: -4.03 -3.63 -0.42
H: -4.61 -2.07 -0.83
H: -3.00 -2.12 -2.97
H: -1.30 -2.54 -3.21
H: -1.80 -0.85 -3.08
C: 0.17 3.38 -0.54
Si: 1.04 1.78 -0.17
C: 2.41 2.35 0.93
C: 1.98 1.24 -1.76
C: 1.27 1.35 -2.94
C: 1.91 1.16 -4.17
C: 3.25 0.80 -4.17
C: 3.89 0.51 -2.98
C: 3.26 0.73 -1.77
H: 0.63 4.02 -1.24
H: 0.14 3.95 0.43
H: -0.86 3.21 -0.87
H: 2.96 3.14 0.38
H: 3.11 1.57 1.17
H: 2.16 2.81 1.88
H: 0.20 1.55 -2.89
H: 1.32 1.19 -5.09
H: 3.71 0.54 -5.15
H: 4.94 0.16 -3.04
H: 3.78 0.45 -0.83

Calculated values
HOMO energy (alpha / beta), Ha: -0.0401 / -0.1581
2S+1: 5
Expectation value of S²: 6.037
Kohn-Sham gap (alpha / beta), hartree: 0.120 / 0.195
Charge: -1
LUMO energy (alpha / beta), eV: 2.1721 / 1.0072

=====

No. 7
The following is a DFT calculation (ωB97M-V/def2-TZVPD) of a molecular structure, C25H29BrIrN3O4S4.

Atoms and positions in Å:
Ir: -1.10 0.91 0.43
O: 1.69 -2.01 5.18
C: 1.03 -1.45 4.17
C: 0.11 -2.14 3.36
C: -0.49 -1.46 2.33
N: -0.26 -0.16 2.07
C: 0.60 0.47 2.87
Br: 0.80 2.30 2.46
C: 1.27 -0.10 3.91
H: 1.47 -2.94 5.29
H: -0.12 -3.18 3.53
H: -1.20 -1.96 1.68
H: 1.96 0.46 4.53
C: -3.81 -1.45 -2.99
O: -3.55 -0.04 -2.71
C: -2.75 0.25 -1.74
S: -2.37 1.84 -1.31
S: -1.95 -0.85 -0.71
H: -4.47 -1.45 -3.85
H: -4.29 -1.90 -2.12
H: -2.87 -1.94 -3.23
C: 5.68 2.59 -0.11
C: 4.97 3.19 -1.32
C: 3.54 3.62 -1.02
N: 2.71 2.44 -0.75
C: 1.43 2.29 -0.94
S: 0.80 0.66 -0.91
N: 0.64 3.35 -1.25
C: 0.66 4.57 -0.51
O: 1.32 4.65 0.50
C: -0.19 5.64 -1.06
C: -0.73 5.59 -2.35
C: -1.51 6.64 -2.81
C: -1.76 7.73 -1.99
C: -1.22 7.79 -0.71
C: -0.44 6.75 -0.25
H: 6.67 2.23 -0.39
H: 5.15 1.74 0.32
H: 5.80 3.33 0.68
H: 4.97 2.49 -2.16
H: 5.50 4.08 -1.66
H: 3.09 4.14 -1.87
H: 3.50 4.28 -0.16
H: 3.19 1.60 -0.45
H: -0.21 3.12 -1.73
H: -0.52 4.77 -3.02
H: -1.92 6.61 -3.81
H: -2.36 8.55 -2.36
H: -1.41 8.65 -0.08
H: 0.00 6.78 0.74
C: -4.53 1.82 3.45
S: -3.44 0.62 2.70
O: -2.65 1.51 1.72
C: -4.57 -0.30 1.70
C: -5.27 0.32 0.67
C: -6.12 -0.45 -0.11
C: -6.26 -1.81 0.14
C: -5.55 -2.42 1.17
C: -4.70 -1.66 1.95
H: -4.79 2.56 2.69
H: -4.01 2.29 4.28
H: -5.42 1.30 3.81
H: -5.14 1.38 0.47
H: -6.69 0.02 -0.91
H: -6.94 -2.40 -0.46
H: -5.67 -3.47 1.36
H: -4.14 -2.11 2.77

Calculated values
HOMO energy, Ha: -0.5127
2S+1: 1
Kohn-Sham gap, hartree: 0.285
Charge: +2
LUMO energy, eV: -6.1980

=====

> Which of these has the highest charge?

C25H29BrIrN3O4S4